(1)
Density functional theory data (ωB97M-V/def2-TZVPD) for a 10-piece molecular cluster, C41H78Cl4NO14S4 overall.

Each line ends with the Löwdin charge.
Element x y z (Å)
1 C 3.098 4.041 -0.509  -0.096
2 C 3.220 2.704 -1.261  -0.237
3 C 2.133 1.696 -0.799  -0.185
4 C 2.170 0.271 -1.433  -0.055
5 N 0.947 -0.700 -0.985  -0.146
6 C 0.632 -0.679 0.542  -0.120
7 C 0.225 -2.058 0.910  -0.178
8 C 0.505 -2.938 -0.280  -0.165
9 C 1.472 -2.149 -1.125  -0.091
10 C -0.314 -0.382 -1.865  0.069
11 H 2.117 4.498 -0.632  0.045
12 H 3.893 4.704 -0.852  0.074
13 H 3.333 3.895 0.545  0.074
14 H 4.228 2.304 -1.152  0.106
15 H 2.951 2.804 -2.312  0.098
16 H 1.150 2.095 -1.046  0.079
17 H 2.145 1.731 0.291  0.101
18 H 3.059 -0.293 -1.149  0.108
19 H 2.291 0.337 -2.514  0.105
20 H -0.091 0.132 0.639  0.104
21 H 1.409 -0.372 1.241  0.101
22 H -0.828 -2.086 1.189  0.088
23 H 0.767 -2.205 1.844  0.108
24 H -0.438 -3.110 -0.799  0.093
25 H 0.908 -3.896 0.048  0.124
26 H 1.462 -2.522 -2.149  0.123
27 H 2.456 -2.248 -0.667  0.120
28 H -0.431 0.700 -1.915  0.096
29 H -1.079 -0.938 -1.323  0.068
30 H -0.180 -0.746 -2.884  0.107
31 C 3.336 0.205 3.935  -0.289
32 C 4.643 0.855 3.842  -0.245
33 C 5.334 0.125 2.802  -0.205
34 S 4.513 -1.553 2.602  0.750
35 O 5.523 -2.602 2.902  -0.331
36 O 3.867 -1.484 1.293  -0.351
37 C 3.368 -1.255 3.904  -0.239
38 H 2.800 0.466 3.022  0.109
39 H 2.791 0.460 4.843  0.132
40 H 5.044 0.551 4.808  0.131
41 H 4.606 1.938 3.723  0.138
42 H 6.270 -0.174 3.274  0.103
43 H 5.519 0.618 1.848  0.111
44 H 3.843 -1.705 4.777  0.124
45 H 2.522 -1.897 3.660  0.112
46 C -2.891 1.308 4.844  -0.216
47 C -2.121 1.199 6.199  -0.192
48 C -0.696 0.969 5.736  -0.197
49 S -0.761 0.090 4.065  0.718
50 O -0.483 -1.332 4.041  -0.323
51 O -0.153 0.954 3.034  -0.352
52 C -2.540 0.218 3.850  -0.223
53 H -2.548 2.291 4.521  0.107
54 H -3.939 1.234 5.136  0.118
55 H -2.452 0.386 6.844  0.119
56 H -2.262 2.120 6.764  0.122
57 H -0.049 0.423 6.423  0.100
58 H -0.035 1.810 5.529  0.097
59 H -2.991 -0.741 4.106  0.115
60 H -2.771 0.354 2.794  0.063
61 C 5.243 0.984 -4.262  -0.191
62 C 4.301 1.659 -5.323  -0.184
63 C 3.586 0.487 -6.014  -0.213
64 S 4.051 -1.104 -5.270  0.639
65 O 4.302 -2.114 -6.256  -0.302
66 O 3.008 -1.386 -4.317  -0.331
67 C 5.552 -0.506 -4.610  -0.230
68 H 4.797 0.941 -3.268  0.078
69 H 6.127 1.584 -4.049  0.113
70 H 4.843 2.321 -5.998  0.113
71 H 3.629 2.309 -4.762  0.095
72 H 4.127 0.570 -6.956  0.104
73 H 2.511 0.584 -6.169  0.109
74 H 6.335 -0.538 -5.368  0.113
75 H 5.883 -1.268 -3.904  0.114
76 C -6.192 0.749 0.248  -0.258
77 C -5.992 -0.083 -0.990  -0.189
78 C -4.541 0.186 -1.369  -0.200
79 S -3.612 0.654 0.108  0.743
80 O -3.227 2.094 0.200  -0.352
81 O -2.655 -0.406 0.430  -0.353
82 C -5.071 0.457 1.230  -0.215
83 H -7.211 0.666 0.626  0.126
84 H -6.067 1.831 0.207  0.120
85 H -6.796 0.203 -1.667  0.136
86 H -6.086 -1.097 -0.599  0.105
87 H -4.388 0.997 -2.081  0.117
88 H -4.078 -0.685 -1.834  0.078
89 H -4.967 1.007 2.165  0.102
90 H -5.148 -0.587 1.534  0.101
91 O -0.390 -5.881 4.467  0.087
92 C -1.091 -5.573 3.493  -0.459
93 O -1.662 -4.366 3.305  0.035
94 C -2.301 -4.395 2.019  -0.140
95 C -2.507 -5.879 1.583  -0.137
96 C -1.385 -6.567 2.420  -0.073
97 H -1.652 -3.951 1.264  0.096
98 H -3.253 -3.902 2.217  0.126
99 H -2.237 -6.209 0.580  0.048
100 H -3.495 -6.228 1.883  0.113
101 H -0.639 -6.908 1.703  0.124
102 H -1.710 -7.474 2.930  0.131
103 O 2.111 8.952 -3.610  0.080
104 C 1.989 9.026 -2.374  -0.445
105 O 2.165 10.246 -1.755  0.023
106 C 1.758 10.141 -0.369  -0.151
107 C 1.092 8.790 -0.291  -0.167
108 C 1.714 7.920 -1.415  -0.072
109 H 0.977 10.842 -0.072  0.130
110 H 2.616 10.090 0.301  0.126
111 H 0.017 8.825 -0.467  0.120
112 H 1.314 8.394 0.700  0.111
113 H 1.073 7.284 -2.025  0.124
114 H 2.597 7.376 -1.080  0.122
115 O -2.608 -2.953 -2.788  0.065
116 C -3.714 -3.372 -2.413  -0.487
117 O -4.874 -2.781 -2.599  0.027
118 C -6.021 -3.547 -2.273  -0.131
119 C -5.426 -4.622 -1.386  -0.120
120 C -3.952 -4.640 -1.727  -0.098
121 H -6.478 -4.008 -3.149  0.135
122 H -6.758 -2.895 -1.805  0.119
123 H -5.866 -5.554 -1.741  0.125
124 H -5.517 -4.373 -0.328  0.122
125 H -3.654 -5.341 -2.506  0.131
126 H -3.270 -4.715 -0.880  0.096
127 Cl -0.818 -6.145 -1.750  0.581
128 C -0.565 -5.351 -3.345  -0.592
129 C -0.097 -6.478 -4.306  -0.677
130 Cl -1.349 -7.684 -4.634  0.559
131 H 0.284 -4.675 -3.253  0.070
132 H -1.534 -4.953 -3.647  0.044
133 H 0.768 -6.891 -3.785  0.065
134 H 0.181 -5.963 -5.226  0.077
135 Cl -2.060 6.058 2.581  0.605
136 C -1.628 4.506 2.013  -0.718
137 C -0.389 4.276 1.018  -0.626
138 Cl -0.909 4.287 -0.652  0.597
139 H -2.461 4.161 1.400  0.018
140 H -1.614 3.838 2.874  0.044
141 H 0.063 3.328 1.308  0.052
142 H 0.399 5.007 1.196  0.058

Charge ... +1

***

(2)
Density functional theory data (ωB97M-V/def2-TZVPD) for a 6-piece molecular cluster, C41H79BFN2O10 overall.

Each line ends with the Löwdin charge.
Element x y z (Å)
1 C -1.076 2.130 -6.016  -0.102
2 C -1.492 1.792 -4.563  -0.256
3 C -1.452 0.261 -4.224  -0.179
4 C -2.620 -0.028 -3.241  -0.201
5 C -2.285 -1.097 -2.161  -0.177
6 C -3.228 -2.315 -2.106  -0.173
7 C -4.745 -1.999 -2.166  -0.196
8 C -5.491 -2.181 -0.828  -0.195
9 C -5.338 -1.005 0.151  -0.136
10 C -6.479 0.070 0.031  -0.052
11 N -5.876 1.357 -0.357  0.008
12 C -5.530 2.339 0.349  0.140
13 C -4.889 3.423 -0.528  -0.317
14 O -3.500 3.064 -0.675  0.157
15 B -2.865 2.607 0.475  -0.815
16 O -2.719 3.351 1.625  0.206
17 O -2.346 1.332 0.437  0.199
18 N -5.249 4.796 -0.288  0.109
19 C -4.710 5.748 -1.274  -0.420
20 C -3.239 6.037 -1.482  0.033
21 O -5.485 6.308 -1.931  0.193
22 C -5.070 5.213 1.087  -0.440
23 C -3.947 6.107 1.537  0.014
24 O -5.875 4.848 1.862  0.145
25 C -5.483 3.084 -1.944  -0.142
26 C -6.931 3.561 -2.274  -0.119
27 C -6.952 4.003 -3.763  -0.162
28 C -8.010 5.060 -4.052  -0.219
29 F -7.681 5.767 -5.180  -0.033
30 C -5.606 1.558 -1.788  -0.056
31 H -0.073 2.559 -6.013  0.067
32 H -1.197 1.302 -6.711  0.067
33 H -1.736 2.928 -6.369  0.064
34 H -0.940 2.369 -3.818  0.103
35 H -2.539 2.106 -4.459  0.081
36 H -0.491 0.091 -3.736  0.102
37 H -1.568 -0.260 -5.173  0.105
38 H -3.483 -0.297 -3.855  0.110
39 H -2.781 0.916 -2.712  0.075
40 H -2.156 -0.595 -1.201  0.085
41 H -1.286 -1.489 -2.424  0.096
42 H -3.048 -2.801 -1.140  0.107
43 H -2.998 -3.050 -2.876  0.112
44 H -5.191 -2.721 -2.856  0.112
45 H -4.986 -1.016 -2.575  0.073
46 H -6.544 -2.406 -1.022  0.112
47 H -5.080 -3.070 -0.343  0.111
48 H -5.404 -1.383 1.176  0.113
49 H -4.353 -0.537 0.082  0.103
50 H -7.106 -0.233 -0.803  0.128
51 H -7.090 0.139 0.927  0.139
52 H -5.658 2.364 1.423  0.174
53 H -3.120 2.948 2.407  0.132
54 H -2.404 0.930 1.315  0.123
55 H -2.928 6.930 -0.936  0.092
56 H -3.086 6.250 -2.539  0.102
57 H -2.562 5.237 -1.184  0.083
58 H -3.784 6.039 2.606  0.101
59 H -3.016 5.796 1.065  0.045
60 H -4.101 7.148 1.244  0.112
61 H -4.764 3.259 -2.742  0.157
62 H -7.273 4.394 -1.662  0.112
63 H -7.587 2.697 -2.169  0.112
64 H -5.988 4.469 -3.989  0.108
65 H -7.015 3.139 -4.430  0.121
66 H -8.982 4.588 -4.215  0.124
67 H -8.053 5.749 -3.206  0.116
68 H -4.617 1.100 -1.932  0.116
69 H -6.237 1.029 -2.496  0.149
70 C 3.212 -1.678 -0.617  -0.173
71 C 3.602 -1.276 -2.031  -0.163
72 C 2.446 -1.832 -2.846  -0.201
73 O 1.289 -1.792 -2.000  -0.165
74 C 1.701 -1.515 -0.655  -0.202
75 H 3.686 -1.079 0.157  0.111
76 H 3.473 -2.723 -0.443  0.103
77 H 3.629 -0.186 -2.114  0.114
78 H 4.570 -1.664 -2.348  0.116
79 H 2.623 -2.875 -3.128  0.118
80 H 2.253 -1.256 -3.753  0.113
81 H 1.407 -0.486 -0.415  0.113
82 H 1.187 -2.192 0.030  0.114
83 C 0.990 6.887 2.530  -0.164
84 C 1.261 7.443 1.139  -0.163
85 C 0.094 6.880 0.345  -0.201
86 O -1.006 6.762 1.259  -0.186
87 C -0.527 6.944 2.599  -0.196
88 H 1.472 7.448 3.329  0.117
89 H 1.330 5.850 2.588  0.116
90 H 1.210 8.534 1.158  0.119
91 H 2.229 7.155 0.731  0.117
92 H 0.322 5.882 -0.044  0.118
93 H -0.194 7.520 -0.491  0.117
94 H -0.872 7.921 2.953  0.123
95 H -0.950 6.172 3.245  0.116
96 C 6.214 -3.532 3.562  -0.176
97 C 5.436 -4.708 3.003  -0.163
98 C 4.476 -4.025 2.044  -0.205
99 O 5.143 -2.851 1.555  -0.167
100 C 6.319 -2.621 2.350  -0.191
101 H 7.181 -3.804 3.974  0.104
102 H 5.634 -3.043 4.349  0.119
103 H 6.111 -5.369 2.451  0.107
104 H 4.928 -5.299 3.763  0.108
105 H 3.561 -3.705 2.555  0.118
106 H 4.198 -4.665 1.204  0.107
107 H 7.192 -2.874 1.739  0.112
108 H 6.379 -1.567 2.622  0.116
109 C 6.780 -6.775 7.671  -0.169
110 C 7.348 -5.472 8.215  -0.170
111 C 7.748 -4.749 6.938  -0.198
112 O 6.836 -5.181 5.919  -0.174
113 C 6.092 -6.308 6.398  -0.206
114 H 6.103 -7.281 8.358  0.114
115 H 7.594 -7.462 7.427  0.116
116 H 6.564 -4.913 8.733  0.115
117 H 8.180 -5.608 8.904  0.114
118 H 8.761 -5.024 6.626  0.120
119 H 7.697 -3.664 7.035  0.118
120 H 5.067 -5.977 6.600  0.118
121 H 6.063 -7.078 5.627  0.118
122 C 6.221 -6.536 -1.124  -0.177
123 C 7.490 -5.838 -0.674  -0.173
124 C 8.212 -6.947 0.074  -0.201
125 O 7.827 -8.177 -0.551  -0.137
126 C 6.725 -7.937 -1.434  -0.202
127 H 5.737 -6.061 -1.977  0.112
128 H 5.504 -6.570 -0.298  0.105
129 H 8.074 -5.533 -1.546  0.117
130 H 7.311 -4.955 -0.059  0.100
131 H 7.899 -6.987 1.124  0.110
132 H 9.297 -6.843 0.041  0.118
133 H 7.093 -8.006 -2.463  0.118
134 H 5.964 -8.704 -1.287  0.116

Charge ... +1

***

no.,strongest force on any atom (eV/Å),gap between HOMO and LUMO (eV)
1,4.74,9.7315
2,3.67,6.5499